[1]
6 unconnected molecules or ions with the total composition C28H49F9INO11P. Source: the OMol25 dataset; level of theory: the ωB97M-V functional and the def2-TZVPD basis.

Lowest unoccupied orbital energy: 1.89 eV
Calculated total energy: -3516.50670 Eh

```
! wB97M-V def2-TZVPD RIJCOSX def2/J DEFGRID3
* xyz -1 1
N 5.911 0.392 1.826
C 5.776 0.359 0.333
C 4.431 -0.375 -0.191
C 3.127 0.349 0.435
C 1.775 -0.447 0.096
C 0.580 0.520 -0.370
F 0.799 0.922 -1.726
F 0.494 1.705 0.381
C -0.781 -0.341 -0.372
F -1.560 0.169 -1.456
F -0.540 -1.697 -0.718
C -1.591 -0.297 0.999
F -2.104 0.994 1.288
F -0.850 -0.673 2.122
C -2.884 -1.273 0.986
F -2.509 -2.622 1.121
F -3.584 -0.968 2.175
F -3.728 -1.046 -0.091
P 4.584 -2.147 0.387
O 3.705 -3.092 -0.774
I 3.439 -2.565 2.535
H 5.118 -0.046 2.308
H 5.927 1.361 2.191
H 6.667 -0.251 -0.056
H 5.835 1.438 -0.031
H 3.047 1.350 -0.135
H 3.241 0.626 1.532
H 1.416 -0.910 1.078
H 1.929 -1.262 -0.697
H 4.324 -3.736 -1.165
O 2.888 -4.904 -2.146
C 1.804 -5.176 -2.592
O 0.977 -4.195 -2.999
C -0.257 -4.411 -3.690
C -1.382 -4.709 -2.719
C 1.320 -6.602 -2.623
H -0.146 -5.183 -4.456
H -0.478 -3.481 -4.219
H -1.192 -5.623 -2.151
H -2.330 -4.824 -3.250
H -1.480 -3.901 -1.991
H 0.952 -6.875 -1.632
H 2.162 -7.246 -2.886
H 0.546 -6.792 -3.363
O 3.064 7.271 4.005
C 2.335 6.326 3.800
O 2.255 5.791 2.574
C 1.552 4.575 2.264
C 0.075 4.841 2.052
C 1.447 5.792 4.891
H 1.740 3.812 3.023
H 1.985 4.199 1.335
H -0.396 5.240 2.954
H -0.445 3.923 1.769
H -0.068 5.586 1.264
H 0.561 6.424 4.971
H 2.000 5.823 5.832
H 1.144 4.758 4.748
O -9.448 -0.782 -3.384
C -8.412 -0.170 -3.279
O -7.264 -0.708 -3.724
C -6.015 -0.004 -3.799
C -5.297 -0.020 -2.464
C -8.373 1.160 -2.577
H -6.161 1.007 -4.186
H -5.410 -0.533 -4.537
H -5.878 0.482 -1.688
H -4.327 0.474 -2.543
H -5.144 -1.047 -2.127
H -8.353 0.994 -1.499
H -9.276 1.715 -2.840
H -7.534 1.789 -2.864
O -0.644 5.885 -0.596
C -0.048 6.363 -1.532
O 0.723 7.448 -1.354
C 1.598 7.992 -2.351
C 0.845 8.905 -3.298
C -0.225 5.808 -2.919
H 2.138 7.198 -2.871
H 2.348 8.575 -1.813
H 0.067 8.366 -3.844
H 1.526 9.354 -4.024
H 0.345 9.702 -2.742
H -1.151 6.198 -3.344
H -0.289 4.720 -2.849
H 0.602 6.023 -3.591
O 3.037 -4.779 5.033
C 2.294 -5.705 4.831
O 2.202 -6.239 3.600
C 1.481 -7.436 3.288
C 0.009 -7.145 3.076
C 1.396 -6.223 5.923
H 1.654 -8.205 4.045
H 1.909 -7.816 2.358
H -0.457 -6.741 3.977
H -0.526 -8.054 2.789
H -0.122 -6.396 2.291
H 0.523 -5.574 6.004
H 1.951 -6.202 6.863
H 1.073 -7.252 5.781
*
```

Atomic partial charges in e from the Löwdin method, atoms 1 to 4: number 1, N, carries -0.07; number 2, C, carries -0.39; number 3, C, carries -0.48; number 4, C, carries -0.31


[2]
3 unconnected molecules or ions with the total composition C27H51N6O3. Source: the OMol25 dataset; level of theory: the ωB97M-V functional and the def2-TZVPD basis.

Lowest unoccupied orbital energy (spin up / spin down): -3.62 / -3.62 eV
Calculated total energy: -1612.99055 Eh

```
! wB97M-V def2-TZVPD RIJCOSX def2/J DEFGRID3
* xyz 1 3
C -2.666 0.443 1.389
C -2.633 1.314 2.392
C -2.708 2.260 3.729
N -1.488 3.079 3.889
N -0.252 2.459 3.923
C 0.910 3.327 4.126
N 0.293 4.646 4.210
C -1.154 4.480 4.044
N -2.035 5.485 4.039
C -3.508 5.450 3.839
C -4.326 5.074 5.191
C -5.710 4.326 4.795
O -5.737 2.935 5.278
C -6.329 2.075 4.247
H -2.981 -0.489 0.777
H -3.714 2.789 3.706
H -2.749 1.506 4.618
H -0.138 1.433 3.826
H 2.017 3.027 4.205
H -1.626 6.434 4.198
H -3.863 6.518 3.540
H -3.806 4.770 2.940
H -4.640 6.044 5.757
H -3.678 4.480 5.934
H -5.810 4.249 3.637
H -6.642 4.921 5.162
H -6.176 0.987 4.638
H -5.778 2.129 3.234
H -7.449 2.301 4.074
C 4.744 -1.745 1.293
C 4.208 -1.178 -0.046
C 5.097 -0.002 -0.507
C 4.876 1.274 0.297
C 3.398 1.651 0.322
C 2.480 0.501 0.798
N 2.769 -0.793 0.104
O 2.232 -0.712 -1.155
C 2.612 0.318 2.325
C 1.008 0.961 0.633
C 4.408 -2.358 -1.040
H 4.025 -2.434 1.747
H 5.671 -2.306 1.140
H 4.997 -0.978 2.023
H 4.904 0.219 -1.564
H 6.155 -0.283 -0.445
H 5.259 1.157 1.315
H 5.451 2.090 -0.151
H 3.265 2.529 0.965
H 3.105 1.967 -0.687
H 2.114 -0.598 2.660
H 2.143 1.150 2.861
H 3.640 0.299 2.680
H 0.769 1.244 -0.396
H 0.804 1.846 1.246
H 0.311 0.177 0.946
H 3.789 -3.216 -0.762
H 5.451 -2.691 -1.044
H 4.174 -2.084 -2.073
C -0.381 -5.199 -5.360
C -0.603 -3.694 -5.653
C 0.762 -2.997 -5.859
C 1.534 -2.788 -4.560
C 0.674 -2.067 -3.527
C -0.691 -2.749 -3.285
N -1.411 -3.074 -4.555
O -1.938 -1.905 -5.041
C -0.489 -4.036 -2.447
C -1.529 -1.838 -2.342
C -1.355 -3.700 -7.014
H -1.303 -5.673 -5.008
H -0.072 -5.735 -6.263
H 0.407 -5.392 -4.634
H 0.613 -2.019 -6.333
H 1.380 -3.579 -6.552
H 1.887 -3.745 -4.164
H 2.432 -2.195 -4.763
H 1.232 -1.995 -2.587
H 0.520 -1.035 -3.867
H -1.406 -4.632 -2.411
H -0.223 -3.795 -1.413
H 0.320 -4.670 -2.806
H -1.670 -0.830 -2.744
H -1.028 -1.712 -1.376
H -2.515 -2.273 -2.149
H -2.337 -4.176 -6.919
H -0.791 -4.258 -7.769
H -1.498 -2.696 -7.423
*
```

Atomic partial charges in e from the Löwdin method, atoms 1 to 4: number 1, C, carries 0.09; number 2, C, carries -0.06; number 3, C, carries -0.10; number 4, N, carries -0.03


[3]
2 unconnected molecules or ions with the total composition C17H18BF2IN2O4. Source: the OMol25 dataset; level of theory: the ωB97M-V functional and the def2-TZVPD basis.

Lowest unoccupied orbital energy: -2.92 eV
Calculated total energy: -1591.21001 Eh

```
! wB97M-V def2-TZVPD RIJCOSX def2/J DEFGRID3
* xyz 0 1
C 1.441 -0.984 4.318
C 1.761 -0.770 2.771
C 2.408 -1.888 1.890
C 2.741 -1.760 0.388
C 2.365 -0.380 -0.322
C 1.711 0.735 0.520
C 1.238 2.163 -0.087
N -0.272 2.205 0.166
C -0.706 3.417 0.772
C -2.244 3.509 1.106
C -3.003 2.221 0.701
C -4.580 2.103 0.994
C -5.318 0.961 0.142
C -5.223 -0.514 0.797
I -5.119 -1.945 -0.887
C -2.284 1.039 0.008
N -0.897 1.114 -0.222
C 1.409 0.555 2.057
H 1.767 -2.029 4.657
H 0.291 -0.953 4.449
H 1.882 -0.154 4.986
H 2.633 -2.878 2.431
H 3.199 -2.653 -0.161
H 2.548 -0.200 -1.439
H 1.384 2.110 -1.224
H 1.766 3.041 0.409
H 0.014 4.278 1.027
H -2.708 4.414 1.621
H -5.147 3.082 0.814
H -4.667 1.841 2.119
H -4.824 0.924 -0.904
H -6.407 1.259 -0.046
H -6.124 -0.737 1.479
H -4.231 -0.656 1.368
H -2.831 0.074 -0.304
H 0.897 1.414 2.635
B 3.372 -1.714 -4.797
O 2.832 -2.611 -3.765
C 3.750 -3.547 -3.538
O 3.620 -4.444 -2.737
C 4.916 -3.318 -4.394
O 5.920 -3.990 -4.427
O 4.707 -2.237 -5.143
F 3.487 -0.380 -4.275
F 2.526 -1.720 -5.952
*
```

Atomic partial charges in e from the Löwdin method, atoms 1 to 4: number 1, C, carries -0.10; number 2, C, carries -0.22; number 3, C, carries -0.03; number 4, C, carries 0.00


[4]
A molecular structure, C54H56N7Ti. Source: the OMol25 dataset; level of theory: the ωB97M-V functional and the def2-TZVPD basis.

Lowest unoccupied orbital energy (spin up / spin down): 1.42 / 1.58 eV
Calculated total energy: -3324.21972 Eh

```
! wB97M-V def2-TZVPD RIJCOSX def2/J DEFGRID3
* xyz -1 1
Ti -0.247 0.117 -0.207
C -5.775 2.922 -1.425
C -4.662 2.963 -2.475
C -3.331 2.732 -1.840
C -2.387 3.673 -1.503
C -2.430 5.142 -1.784
C -3.162 5.920 -0.687
C -1.340 2.966 -0.829
C -0.299 3.570 -0.112
C 0.456 2.864 0.801
C 1.398 3.457 1.745
C 1.842 4.884 1.664
C 0.996 5.840 2.506
C 1.823 2.487 2.576
C 1.305 1.167 2.021
C 2.090 -0.844 2.095
C 1.875 -1.822 1.019
N 0.948 -1.636 0.060
C 1.251 -2.539 -0.933
C 0.378 -2.831 -1.983
C -0.859 -2.242 -2.171
N -1.313 -1.099 -1.557
C -2.596 -0.928 -1.996
C -3.327 0.247 -1.873
C -2.794 1.463 -1.458
N -1.585 1.624 -0.831
C -3.001 -2.021 -2.838
C -1.891 -2.802 -3.003
C -1.752 -4.024 -3.852
C -2.213 -5.286 -3.121
C -4.366 -2.226 -3.414
C -5.359 -2.697 -2.348
C 2.432 -3.255 -0.601
C 2.818 -2.808 0.656
C 3.990 -3.260 1.471
C 3.566 -4.204 2.597
C 3.149 -4.239 -1.469
C 2.806 -5.692 -1.128
N 0.363 1.538 1.012
C 2.856 2.666 3.641
C 2.262 3.079 4.991
H -6.741 3.148 -1.874
H -5.578 3.646 -0.637
H -5.825 1.938 -0.964
H -4.668 3.938 -2.969
H -4.860 2.207 -3.239
H -2.939 5.314 -2.739
H -1.409 5.521 -1.885
H -4.217 5.652 -0.674
H -3.082 6.996 -0.851
H -2.738 5.679 0.285
H -0.192 4.641 -0.190
H 1.793 5.183 0.613
H 2.888 4.958 1.979
H -0.062 5.676 2.320
H 1.239 6.872 2.258
H 1.187 5.686 3.565
H 2.841 -1.222 2.802
H 0.642 -3.662 -2.623
H -4.319 0.266 -2.296
H -0.709 -4.142 -4.153
H -2.342 -3.898 -4.766
H -1.644 -5.411 -2.201
H -2.065 -6.166 -3.747
H -3.268 -5.210 -2.865
H -4.319 -2.974 -4.209
H -4.734 -1.296 -3.857
H -5.001 -3.613 -1.884
H -6.340 -2.890 -2.782
H -5.463 -1.945 -1.571
H 4.498 -2.397 1.904
H 4.709 -3.773 0.828
H 2.826 -3.726 3.236
H 4.423 -4.487 3.210
H 3.124 -5.111 2.187
H 4.229 -4.085 -1.359
H 2.901 -4.045 -2.516
H 3.092 -5.918 -0.104
H 3.325 -6.382 -1.793
H 1.735 -5.858 -1.226
H 3.546 3.451 3.314
H 3.431 1.748 3.745
H 1.631 3.957 4.876
H 3.060 3.316 5.695
H 1.653 2.280 5.407
C -3.061 -1.607 2.321
C -2.378 -0.878 1.349
N -1.105 -0.482 1.526
C -0.484 -0.669 2.684
C -1.136 -1.360 3.765
C -2.435 -1.879 3.505
C -0.544 -1.489 5.012
C 0.665 -0.825 5.266
C 1.307 -0.118 4.311
C 0.915 -0.129 2.871
N 2.483 0.445 1.521
C 3.167 0.490 0.286
C 4.544 0.321 0.458
C 5.422 0.213 -0.604
C 4.936 0.286 -1.888
C 3.564 0.466 -2.126
C 3.076 0.523 -3.449
C 1.719 0.710 -3.661
C 0.880 0.800 -2.575
N 1.297 0.691 -1.290
C 2.642 0.561 -1.032
H -4.072 -1.940 2.131
H -2.862 -0.581 0.426
H -2.920 -2.452 4.284
H -1.044 -2.047 5.789
H 1.089 -0.862 6.262
H 2.266 0.313 4.531
H 4.916 0.269 1.470
H 6.480 0.077 -0.426
H 5.602 0.201 -2.736
H 3.766 0.449 -4.277
H 1.313 0.788 -4.658
H -0.181 0.991 -2.715
*
```

Atomic partial charges in e from the Löwdin method, atoms 1 to 4: number 1, Ti, carries 1.14; number 2, C, carries -0.09; number 3, C, carries -0.20; number 4, C, carries -0.15


[5]
A single C5H8 molecule. Source: the OMol25 dataset; level of theory: the ωB97M-V functional and the def2-TZVPD basis.

Lowest unoccupied orbital energy: 0.62 eV
Calculated total energy: -195.14140 Eh

```
! wB97M-V def2-TZVPD RIJCOSX def2/J DEFGRID3
* xyz 0 1
C -0.079 0.627 1.231
C 0.694 -0.528 0.551
C -0.252 -0.866 -1.995
C -0.060 -0.205 -0.759
C -1.023 0.720 0.007
H 0.540 1.523 1.346
H -0.549 0.400 2.191
H 1.786 -0.458 0.526
H 0.413 -1.518 0.924
H 0.579 -1.601 -2.075
H 0.569 0.394 -1.537
H -1.215 1.713 -0.407
H -1.981 0.214 0.161
*
```

Atomic partial charges in e from the Löwdin method, atoms 1 to 4: number 1, C, carries -0.17; number 2, C, carries -0.14; number 3, C, carries 0.11; number 4, C, carries -0.47


[6]
A single C7H8FI molecule. Source: the OMol25 dataset; level of theory: the ωB97M-V functional and the def2-TZVPD basis.

SMILES: C[C@H]1C(I)=CC=C[C@@H]1F
Lowest unoccupied orbital energy: 0.19 eV
Calculated total energy: -668.99380 Eh

```
! wB97M-V def2-TZVPD RIJCOSX def2/J DEFGRID3
* xyz 0 1
C 0.028 -1.918 0.814
C 0.237 -0.386 0.757
C 1.340 0.086 -0.552
I 3.323 -0.278 -0.066
C 0.893 0.880 -1.520
C -0.386 1.305 -1.564
C -1.229 1.118 -0.544
C -0.979 0.487 0.741
F -0.852 1.475 1.711
H -0.259 -2.408 -0.022
H -0.695 -2.239 1.609
H 0.939 -2.233 1.323
H 0.756 -0.159 1.681
H 1.606 1.162 -2.189
H -0.742 1.717 -2.431
H -2.173 1.533 -0.667
H -1.807 -0.141 0.919
*
```

Atomic partial charges in e from the Löwdin method, atoms 1 to 4: number 1, C, carries -0.06; number 2, C, carries -0.25; number 3, C, carries -0.61; number 4, I, carries 0.86


[7]
7 unconnected molecules or ions with the total composition C7H28O7. Source: the OMol25 dataset; level of theory: the ωB97M-V functional and the def2-TZVPD basis.

SMILES: CO.CO.CO.CO.CO.CO.CO
Lowest unoccupied orbital energy: 0.36 eV
Calculated total energy: -810.03219 Eh

```
! wB97M-V def2-TZVPD RIJCOSX def2/J DEFGRID3
* xyz 0 1
C 4.135 0.008 1.993
O 4.247 0.573 0.693
H 3.253 0.292 2.570
H 4.180 -1.079 1.922
H 4.993 0.252 2.633
H 4.425 1.504 0.873
C 3.208 -0.591 -2.637
O 2.708 -0.762 -1.305
H 3.791 -1.465 -2.928
H 2.331 -0.463 -3.263
H 3.829 0.305 -2.683
H 3.349 -0.382 -0.681
C -3.853 0.950 0.356
O -4.361 0.066 -0.644
H -4.689 1.160 1.012
H -2.945 0.514 0.771
H -3.475 1.886 -0.076
H -3.636 -0.369 -1.098
C 0.138 -2.333 -3.251
O -0.100 -2.429 -1.852
H -0.799 -2.658 -3.710
H 0.263 -1.283 -3.543
H 0.998 -2.936 -3.561
H 0.442 -1.795 -1.369
C -2.908 -0.361 4.215
O -2.159 0.352 3.234
H -2.455 -1.327 4.423
H -2.951 0.191 5.155
H -3.924 -0.488 3.842
H -2.114 1.276 3.483
C -1.197 1.816 -2.071
O -1.420 3.020 -1.280
H -0.500 1.175 -1.534
H -2.170 1.364 -2.218
H -0.737 2.198 -2.982
H -0.679 3.607 -1.433
C 0.454 -0.216 1.088
O -0.825 -0.743 0.845
H 0.467 0.679 1.718
H 1.115 -0.992 1.483
H 0.924 0.120 0.161
H -1.353 -0.637 1.648
*
```

Atomic partial charges in e from the Löwdin method, atoms 1 to 4: number 1, C, carries -0.15; number 2, O, carries -0.12; number 3, H, carries 0.07; number 4, H, carries 0.09


[8]
2 unconnected molecules or ions with the total composition C3H6FNS. Source: the OMol25 dataset; level of theory: the ωB97M-V functional and the def2-TZVPD basis.

SMILES: C=CF.C=NS
Lowest unoccupied orbital energy: 0.97 eV
Calculated total energy: -670.61102 Eh

```
! wB97M-V def2-TZVPD RIJCOSX def2/J DEFGRID3
* xyz 0 1
C 1.313 -1.179 -0.241
C 1.402 -0.673 0.974
F 0.434 0.091 1.508
H 2.117 -1.797 -0.629
H 0.445 -0.995 -0.867
H 2.229 -0.808 1.660
C -1.762 0.226 -1.002
N -0.927 0.618 -0.130
S -1.002 2.274 0.305
H -1.727 -0.821 -1.288
H -2.511 0.861 -1.484
H -0.009 2.204 1.195
*
```

Atomic partial charges in e from the Löwdin method, atoms 1 to 4: number 1, C, carries 0.02; number 2, C, carries -0.21; number 3, F, carries -0.10; number 4, H, carries 0.06


[9]
A gas-phase ion, C5H6N3O2S2 (charge -1). Source: the OMol25 dataset; level of theory: the ωB97M-V functional and the def2-TZVPD basis.

Lowest unoccupied orbital energy: 3.31 eV
Calculated total energy: -1305.12176 Eh

```
! wB97M-V def2-TZVPD RIJCOSX def2/J DEFGRID3
* xyz -1 1
C 0.597 -0.502 -1.144
C 0.121 -1.683 1.216
C -0.621 0.136 -1.272
C -2.109 -0.760 0.715
C 1.514 1.909 -0.124
N -1.255 -1.740 1.318
N -1.694 -0.074 -0.380
N 1.812 -0.233 -0.931
O -0.938 0.888 -2.236
O 2.395 0.909 -0.195
S 0.889 -2.805 2.137
S -3.552 -0.323 1.393
H 1.579 2.559 -1.009
H 2.041 2.689 0.553
H 0.497 1.565 0.071
H -1.542 -2.439 2.005
H -2.375 0.607 -0.734
H 2.642 -0.703 -1.383
*
```

Atomic partial charges in e from the Löwdin method, atoms 1 to 4: number 1, C, carries -0.01; number 2, C, carries -0.77; number 3, C, carries -0.52; number 4, C, carries -0.85


[10]
A molecular structure, C4H6N2O. Source: the OMol25 dataset; level of theory: the ωB97M-V functional and the def2-TZVPD basis.

Lowest unoccupied orbital energy: -0.25 eV
Calculated total energy: -340.59155 Eh

```
! wB97M-V def2-TZVPD RIJCOSX def2/J DEFGRID3
* xyz 0 1
C 1.291 -0.332 0.844
N 0.044 0.322 -1.117
C -0.082 -0.088 0.208
N 1.253 -0.925 2.164
C -1.062 0.528 -1.878
C -2.011 0.747 -2.617
O -1.130 -0.218 0.805
H -0.557 1.541 -1.266
H 0.693 -0.350 2.785
H 0.793 -1.829 2.125
H 1.879 -0.971 0.179
H 1.817 0.626 0.877
H -2.927 0.949 -3.110
*
```

Atomic partial charges in e from the Löwdin method, atoms 1 to 4: number 1, C, carries -0.22; number 2, N, carries 0.08; number 3, C, carries -0.48; number 4, N, carries 0.00